{
  "formula": "C54H143N9O22",
  "method": "ωB97M-V with the def2-TZVPD basis set",
  "symbols": ["C", "O", "C", "C", "N", "C", "C", "O", "C", "H", "H", "H", "H", "H", "H", "H", "H", "H", "H", "H", "H", "H", "H", "H", "C", "O", "C", "C", "N", "C", "C", "O", "C", "H", "H", "H", "H", "H", "H", "H", "H", "H", "H", "H", "H", "H", "H", "H", "C", "O", "C", "C", "N", "C", "C", "O", "C", "H", "H", "H", "H", "H", "H", "H", "H", "H", "H", "H", "H", "H", "H", "H", "C", "O", "C", "C", "N", "C", "C", "O", "C", "H", "H", "H", "H", "H", "H", "H", "H", "H", "H", "H", "H", "H", "H", "H", "C", "O", "C", "C", "N", "C", "C", "O", "C", "H", "H", "H", "H", "H", "H", "H", "H", "H", "H", "H", "H", "H", "H", "H", "C", "O", "C", "C", "N", "C", "C", "O", "C", "H", "H", "H", "H", "H", "H", "H", "H", "H", "H", "H", "H", "H", "H", "H", "C", "O", "C", "C", "N", "C", "C", "O", "C", "H", "H", "H", "H", "H", "H", "H", "H", "H", "H", "H", "H", "H", "H", "H", "C", "O", "C", "C", "N", "C", "C", "O", "C", "H", "H", "H", "H", "H", "H", "H", "H", "H", "H", "H", "H", "H", "H", "H", "C", "O", "C", "C", "N", "C", "C", "O", "C", "H", "H", "H", "H", "H", "H", "H", "H", "H", "H", "H", "H", "H", "H", "H", "O", "H", "H", "O", "H", "H", "O", "H", "H", "O", "H", "H"],
  "positions_angstrom": [[-6.605, 9.905, 0.044], [-7.661, 9.531, -0.869], [-7.258, 9.159, -2.167], [-8.483, 8.584, -2.901], [-8.729, 7.222, -2.367], [-10.026, 6.717, -2.923], [-10.312, 5.273, -2.496], [-9.224, 4.444, -2.715], [-9.432, 3.121, -2.464], [-6.010, 10.728, -0.353], [-5.945, 9.065, 0.261], [-7.187, 10.215, 0.913], [-6.453, 8.436, -2.035], [-6.896, 10.095, -2.593], [-8.284, 8.586, -3.973], [-9.312, 9.255, -2.673], [-8.709, 7.205, -1.357], [-9.971, 6.710, -4.012], [-10.833, 7.431, -2.757], [-11.189, 4.906, -3.030], [-10.574, 5.313, -1.439], [-10.118, 2.732, -3.216], [-9.809, 2.982, -1.451], [-8.503, 2.554, -2.529], [-4.471, -11.976, -1.445], [-5.779, -11.461, -1.609], [-6.446, -11.651, -0.412], [-7.864, -10.995, -0.414], [-8.023, -9.638, -0.970], [-7.306, -8.565, -0.340], [-7.569, -7.299, -1.198], [-7.480, -7.434, -2.589], [-6.254, -7.954, -3.181], [-4.504, -13.039, -1.204], [-4.003, -11.410, -0.640], [-3.892, -11.897, -2.366], [-6.026, -11.194, 0.485], [-6.562, -12.688, -0.096], [-8.241, -10.987, 0.609], [-8.613, -11.507, -1.017], [-7.568, -9.807, -1.855], [-6.252, -8.737, -0.556], [-7.438, -8.384, 0.726], [-7.070, -6.410, -0.815], [-8.591, -6.932, -1.102], [-5.460, -7.312, -2.799], [-6.286, -7.997, -4.270], [-5.939, -8.946, -2.859], [-15.549, 12.206, 1.387], [-14.207, 11.921, 1.176], [-13.326, 12.725, 1.961], [-11.892, 12.247, 1.729], [-11.367, 11.276, 2.706], [-12.049, 10.009, 2.753], [-11.215, 8.896, 3.311], [-9.955, 8.772, 2.651], [-9.358, 7.575, 2.897], [-15.795, 13.261, 1.266], [-15.848, 11.790, 2.349], [-16.170, 11.731, 0.627], [-13.666, 12.693, 2.996], [-13.392, 13.786, 1.720], [-11.247, 13.111, 1.888], [-11.755, 11.844, 0.726], [-10.426, 11.013, 2.450], [-12.384, 9.788, 1.740], [-12.973, 10.092, 3.325], [-11.832, 7.999, 3.352], [-10.969, 9.175, 4.336], [-9.021, 7.296, 3.896], [-8.524, 7.447, 2.207], [-10.030, 6.777, 2.583], [1.526, -5.271, -5.155], [2.005, -4.913, -6.379], [2.617, -3.675, -6.309], [3.181, -3.213, -7.683], [2.260, -2.701, -8.707], [1.616, -1.407, -8.302], [2.603, -0.359, -7.899], [3.071, -0.330, -6.527], [2.111, 0.034, -5.644], [0.777, -4.594, -4.744], [2.238, -5.532, -4.373], [1.010, -6.217, -5.319], [3.386, -3.795, -5.546], [1.937, -2.898, -5.962], [3.578, -4.101, -8.175], [4.050, -2.563, -7.581], [1.610, -3.441, -8.932], [0.839, -1.628, -7.570], [1.118, -1.045, -9.202], [2.188, 0.634, -8.075], [3.521, -0.480, -8.474], [2.604, 0.060, -4.672], [1.293, -0.683, -5.570], [1.685, 1.027, -5.783], [4.003, -10.157, 9.784], [3.972, -10.127, 8.368], [4.767, -9.081, 7.785], [4.738, -9.156, 6.279], [3.324, -8.864, 5.809], [3.033, -8.992, 4.411], [1.535, -8.644, 4.115], [1.182, -7.329, 4.589], [0.028, -7.431, 5.393], [3.464, -9.355, 10.287], [5.035, -10.170, 10.136], [3.503, -11.063, 10.124], [5.791, -9.300, 8.088], [4.574, -8.081, 8.173], [5.010, -10.197, 6.107], [5.491, -8.539, 5.788], [3.336, -7.878, 6.024], [3.237, -10.023, 4.122], [3.716, -8.444, 3.762], [1.019, -9.449, 4.639], [1.410, -8.755, 3.038], [0.201, -8.020, 6.293], [-0.770, -7.912, 4.828], [-0.322, -6.422, 5.611], [4.528, 12.939, 0.946], [4.998, 11.620, 0.585], [6.362, 11.547, 0.706], [6.999, 10.258, 0.253], [6.894, 9.200, 1.278], [7.465, 8.008, 0.619], [7.478, 6.753, 1.573], [8.415, 6.727, 2.641], [9.785, 6.563, 2.352], [4.946, 13.735, 0.330], [5.001, 13.128, 1.910], [3.443, 12.958, 1.055], [6.489, 11.619, 1.787], [6.896, 12.351, 0.200], [8.078, 10.379, 0.159], [6.587, 9.970, -0.714], [5.949, 9.056, 1.603], [8.534, 8.067, 0.415], [6.840, 7.678, -0.211], [7.637, 5.808, 1.053], [6.499, 6.583, 2.021], [10.288, 6.431, 3.310], [10.111, 7.436, 1.786], [9.904, 5.612, 1.832], [1.854, 4.835, 10.859], [1.881, 5.388, 9.565], [2.585, 4.631, 8.560], [2.082, 5.144, 7.222], [2.111, 6.620, 7.079], [1.366, 6.966, 5.885], [1.240, 8.559, 5.769], [0.533, 9.026, 6.935], [0.297, 10.454, 6.839], [1.413, 5.552, 11.551], [2.771, 4.447, 11.302], [1.260, 3.928, 10.742], [2.348, 3.570, 8.641], [3.661, 4.767, 8.676], [1.125, 4.793, 6.835], [2.714, 4.645, 6.487], [1.432, 6.917, 7.765], [0.384, 6.494, 5.871], [1.873, 6.747, 4.945], [0.735, 8.882, 4.859], [2.236, 8.997, 5.838], [-0.009, 10.862, 7.802], [-0.489, 10.622, 6.102], [1.231, 10.910, 6.510], [12.790, -13.260, -13.851], [12.202, -12.068, -13.533], [12.348, -11.672, -12.188], [11.727, -10.307, -11.957], [10.295, -10.348, -12.304], [9.454, -10.802, -11.215], [9.361, -9.774, -10.013], [10.332, -9.977, -9.003], [10.086, -9.128, -7.872], [13.879, -13.274, -13.806], [12.489, -13.603, -14.840], [12.439, -14.016, -13.148], [13.374, -11.725, -11.825], [11.876, -12.481, -11.629], [12.345, -9.612, -12.524], [11.881, -9.932, -10.945], [10.354, -10.989, -13.083], [9.532, -11.842, -10.899], [8.455, -10.745, -11.646], [8.346, -9.909, -9.641], [9.392, -8.766, -10.427], [10.067, -8.072, -8.139], [11.012, -9.293, -7.321], [9.181, -9.380, -7.318], [5.182, -2.880, 0.320], [4.304, -1.771, 0.248], [3.327, -1.743, 1.291], [2.126, -0.913, 1.013], [1.137, -0.773, 2.141], [-0.037, 0.019, 1.764], [-1.036, -0.850, 0.879], [-1.820, -1.782, 1.627], [-2.784, -1.120, 2.498], [6.052, -2.890, -0.337], [4.710, -3.856, 0.204], [5.681, -2.880, 1.289], [3.746, -1.309, 2.199], [3.097, -2.787, 1.505], [1.538, -1.177, 0.134], [2.511, 0.103, 0.923], [0.786, -1.689, 2.383], [0.284, 0.987, 1.380], [-0.495, 0.257, 2.724], [-0.489, -1.430, 0.136], [-1.680, -0.256, 0.231], [-2.539, -0.108, 2.822], [-2.751, -1.792, 3.355], [-3.771, -1.049, 2.041], [-2.350, 1.093, 8.968], [-1.702, 0.419, 8.765], [-2.649, 0.879, 9.852], [0.853, -2.372, 7.235], [0.878, -2.210, 6.292], [1.693, -2.787, 7.430], [5.573, -2.759, 7.531], [5.666, -3.029, 8.444], [6.085, -1.953, 7.466], [7.977, -0.587, -4.766], [7.769, -0.917, -3.892], [7.161, -0.193, -5.074]],
  "gap_ev": 8.789,
  "relative_energy_ev": 8.657,
  "spin_multiplicity": 1,
  "charge": 0,
  "largest_force_ev_per_a": 3.6
}